No. 1
C17H20AgClN4O4S as an isolated structure, computed with ωB97M-V with the def2-TZVPD basis set.

The geometry in XYZ format:
```
48
Properties=species:S:1:pos:R:3:forces:R:3
Ag 0.8409 0.3043 0.6824 -0.1850 -0.0473 -0.0680
C 0.4438 -1.2855 3.8040 -0.1095 -0.0616 -0.2649
C 0.0466 -2.1907 2.6286 0.0599 0.2059 0.0617
N -0.6389 -1.4708 1.5534 -0.0506 -0.2697 -0.0623
C -1.9868 -0.9885 1.8282 0.1193 0.1663 0.0063
C -2.0766 0.3723 2.5377 0.1947 0.1665 -0.0614
S -1.0598 1.7033 1.8069 0.1125 -0.0116 -0.0021
C -0.0236 2.2778 3.2014 -0.2435 -0.1094 -0.1086
C 0.5501 1.1732 4.1014 -0.0752 0.0703 -0.2421
N 0.9740 -0.0027 3.3562 0.2847 -0.0747 0.4090
H 1.1522 -1.8377 4.4298 -0.0325 -0.0035 0.0228
H -0.4377 -1.1066 4.4210 0.0194 0.0464 0.0329
H -0.5669 -3.0117 3.0244 0.0495 -0.0430 -0.0080
H 0.9512 -2.6154 2.1905 -0.0311 -0.0537 -0.0176
H -0.6765 -2.0847 0.7502 -0.0146 0.0473 -0.0408
H -2.5503 -1.7055 2.4419 -0.0604 0.0071 -0.0423
H -2.4947 -0.8943 0.8671 -0.0150 -0.0539 0.0007
H -1.8024 0.2990 3.5859 -0.0772 -0.0172 0.0191
H -3.1080 0.7178 2.4858 -0.0429 -0.0882 0.0982
H -0.6157 2.9755 3.7931 0.1073 0.0470 0.0608
H 0.7748 2.8304 2.7068 -0.0121 0.0390 0.0024
H -0.2119 0.8869 4.8272 0.0399 -0.0276 0.0456
H 1.3695 1.6153 4.6754 -0.0122 -0.0154 0.0183
H 1.9796 -0.0409 3.2607 0.0066 0.0216 -0.0020
O 4.9936 0.0013 -3.6789 -0.0218 0.0430 -0.9307
C 3.8559 0.0812 -4.3232 0.2838 -0.0878 -0.0332
O 3.7865 0.1215 -5.5295 -0.1312 0.0545 -0.0451
C 2.6154 0.1032 -3.4827 -0.2572 0.0295 -0.1545
C 1.3297 0.2137 -3.9853 0.2933 0.0640 0.2137
Cl 0.8494 0.4879 -5.5887 -0.1826 -0.0321 0.0307
N 0.4631 0.1866 -2.9348 0.1783 -0.0862 -0.2752
N 1.1436 0.0797 -1.7768 -0.0637 -0.0250 0.2253
C 2.4258 0.0330 -2.0807 0.0930 0.0938 -0.0655
C 3.4555 -0.0300 -0.9608 -0.2541 -0.0418 0.1832
O 4.6484 -0.1363 -1.2968 -0.1406 -0.0464 0.6551
O 3.0249 0.0346 0.2157 0.0142 0.0113 -0.0351
C -0.9591 0.2273 -2.9057 -0.2994 0.0279 0.0355
C -1.7338 -0.3860 -3.8851 0.1645 -0.0393 0.1013
C -3.1163 -0.3362 -3.7959 -0.0450 -0.0150 0.0135
C -3.7348 0.3085 -2.7367 -0.0453 -0.0363 0.0407
C -2.9590 0.9056 -1.7545 -0.0266 0.0110 -0.0052
C -1.5777 0.8708 -1.8394 0.1222 0.1067 -0.0403
H 4.8560 -0.0730 -2.6735 0.1322 0.0119 0.3140
H -1.2682 -0.9109 -4.7022 0.0630 -0.0462 -0.0521
H -3.7146 -0.8229 -4.5548 0.0256 0.0177 -0.0265
H -4.8146 0.3418 -2.6717 0.0083 -0.0029 -0.0207
H -3.4315 1.4198 -0.9264 0.0327 0.0142 0.0007
H -0.9712 1.3579 -1.0911 0.0244 0.0328 0.0129
```
Positions in Å, forces in eV/Å.

Summary:
* HOMO energy: -8.70 eV
* frontier orbital gap: 8.792 eV
* energy relative to the best compared isomer or geometry (same formula, charge and spin): 4.7 kcal/mol
* electronic energy: -59461.6686 eV
* largest force on an atom: 0.93 eV Å⁻¹

Atom charges from the Mulliken analysis, given in e for atoms 1 to 4: number 1, Ag, carries 0.36; number 2, C, carries -0.73; number 3, C, carries -0.95; number 4, N, carries 0.09


No. 2
A single C4H10N2O molecule at a distorted geometry, computed with ωB97M-V with the def2-TZVPD basis set.

The geometry in XYZ format:
```
17
Properties=species:S:1:pos:R:3:forces:R:3
N -2.6427 0.1277 0.1447 -0.7954 -2.5553 1.3669
C -1.3259 0.2901 -0.4029 -0.8025 -0.9934 1.4925
C -0.1137 -0.3450 0.2130 2.3271 -1.0120 0.2895
N 0.1442 0.0214 1.6426 0.9090 -0.2045 0.1236
C 0.9872 0.1225 -0.8174 -0.5300 0.3026 -0.3460
C 2.3878 -0.3345 -0.6308 1.7766 -1.0041 -0.7546
O 3.1325 -0.4685 -1.5996 -0.8927 0.2567 1.5329
H -2.7801 0.5659 1.0783 0.5018 -0.4513 -0.9687
H -2.7034 -0.9129 0.3076 -0.6515 1.4207 0.0345
H -1.3111 -0.1162 -1.3915 -0.2714 0.4484 -0.9236
H -1.1943 1.3027 -0.2950 0.7902 2.7960 -0.8714
H -0.1943 -1.4078 0.1383 -0.1329 -0.9547 0.0966
H 0.0808 1.0234 1.5408 0.4505 0.4888 1.1465
H 1.0253 -0.2799 2.2666 -2.5151 0.8034 -2.7489
H 0.7826 -0.1697 -1.9267 -0.0472 0.8157 1.9798
H 0.9360 1.2340 -0.6573 0.4532 -0.6881 -0.7033
H 2.7891 -0.6531 0.3894 -0.5696 0.5310 -0.7463
```
Positions in Å, forces in eV/Å.

Summary:
* HOMO energy: -9.37 eV
* frontier orbital gap: 10.147 eV
* structure (SMILES): NC[C@H](N)CC=O
* energy relative to the best compared isomer or geometry (same formula, charge and spin): 67.7 kcal/mol
* electronic energy: -9336.0530 eV
* largest force on an atom: 3.81 eV Å⁻¹

Atom charges from the Mulliken analysis, given in e for atoms 1 to 4: number 1, N, carries -0.60; number 2, C, carries -1.07; number 3, C, carries -0.06; number 4, N, carries -0.59


No. 3
C6H13IN4 as an isolated structure at a distorted geometry, computed with ωB97M-V with the def2-TZVPD basis set.

The geometry in XYZ format:
```
24
Properties=species:S:1:pos:R:3:forces:R:3
C -2.0744 0.0561 -0.3850 0.1704 0.0140 -0.2650
C 2.2383 -0.0289 -0.3347 -0.1935 -0.1422 -0.4699
C 0.0848 0.0471 0.8273 -1.9673 -0.4032 5.0073
C -2.7450 1.3538 -0.5271 -0.1015 0.5988 0.1236
C -2.7499 -1.1692 -0.8303 -0.2031 -0.5806 0.0515
C 3.6648 0.2737 -0.1556 0.7355 0.0432 0.0054
N -0.8536 0.0066 0.0280 0.2233 -0.0950 -0.4386
N 1.7996 -0.5151 -1.4634 -0.1038 0.0618 0.1280
N 1.4139 0.1879 0.7108 0.5921 0.2004 0.1571
N -0.4042 0.0488 2.6291 0.6083 0.8861 -4.1052
I 1.1049 -0.1262 3.9439 0.2529 -0.1592 0.0953
H -3.2898 1.4094 -1.4705 0.0302 -0.0915 -0.0401
H -3.5073 1.4414 0.2548 -0.0413 -0.1193 0.0760
H -2.0691 2.1987 -0.4242 0.0219 -0.0316 -0.0171
H -2.7843 -1.2001 -1.9241 0.0635 0.1349 -0.0457
H -3.7950 -1.1516 -0.5175 -0.0261 0.0671 0.0481
H -2.2713 -2.0782 -0.4736 0.0327 0.0206 0.0125
H 3.8608 0.8773 0.7273 -0.0993 0.0309 0.0007
H 4.2428 -0.6512 -0.0630 -0.1334 -0.0808 0.0357
H 4.0658 0.7894 -1.0303 -0.1131 0.0477 0.0031
H 2.4444 -0.6964 -2.2259 -0.0123 0.0812 0.1028
H 0.8329 -0.7720 -1.6198 0.0840 0.0389 0.0414
H 1.8540 0.4203 1.6218 0.0213 -0.1654 -0.3388
H -1.0631 -0.7215 2.7017 0.1586 -0.3566 -0.1682
```
Positions in Å, forces in eV/Å.

Summary:
* HOMO energy: -16.00 eV
* frontier orbital gap: 7.614 eV
* total charge: +2
* energy relative to the best compared isomer or geometry (same formula, charge and spin): 0.0 kcal/mol
* electronic energy: -20475.3159 eV
* largest force on an atom: 5.39 eV Å⁻¹

Atom charges from the Mulliken analysis, given in e for atoms 1 to 4: number 1, C, carries 0.65; number 2, C, carries 0.83; number 3, C, carries 0.69; number 4, C, carries -1.16


No. 4
C30H34AsCl2FKN4O4PS as an isolated structure at a distorted geometry, computed with ωB97M-V with the def2-TZVPD basis set.

The geometry in XYZ format:
```
79
Properties=species:S:1:pos:R:3:forces:R:3
K 0.7194 -1.3248 -0.1576 0.4706 -0.2092 -0.2189
C -2.0873 -3.0893 -1.6196 -1.0828 -0.6065 -0.0769
O -1.3431 -2.1342 -2.3252 -0.0949 0.5337 -0.2770
C -1.9544 -1.5423 -3.4326 -1.3327 -0.8154 0.9258
O -3.0202 -1.8942 -3.9060 0.5702 -0.3088 0.3463
N -1.2134 -0.5129 -3.7388 1.7201 2.8053 -1.4779
N -1.5065 0.3005 -4.8887 1.2300 -1.1384 -0.7024
H -1.3337 -3.6670 -1.0610 -0.5662 -0.1603 -0.3073
H -2.6914 -3.6528 -2.3656 0.5930 -0.1932 0.6804
H -2.8443 -2.6787 -0.9010 0.7928 0.1659 -0.4784
H -0.3457 -0.3091 -3.1934 -0.5734 0.0581 -0.4948
H -0.6590 0.3747 -5.5177 -1.1134 -0.2657 1.3872
H -1.8009 1.2328 -4.6368 0.2020 -0.0429 0.4628
C 0.1926 -0.6486 4.2664 0.8737 -1.5989 0.1192
P 1.5684 -1.3198 3.2090 -1.0381 0.3744 -1.1715
C 2.2894 0.2553 2.6430 -0.1012 0.7116 1.6529
C 2.9037 -1.8413 4.2985 0.6560 -1.1263 1.0968
H 0.4865 0.2205 4.7844 0.3301 1.1955 0.7656
H -0.0990 -1.4202 4.9709 0.0022 -0.1920 0.3886
H -0.6633 -0.4565 3.6682 -0.4959 0.3340 -0.8913
H 2.6187 0.8635 3.5226 -0.1826 -0.3541 -0.3780
H 1.5654 0.8425 2.0995 -0.1879 -0.0643 -0.3813
H 3.1633 0.0299 2.0911 0.9169 -0.1357 -0.9260
H 3.3925 -1.1057 4.9341 -0.4716 0.3645 0.4897
H 3.7640 -2.2160 3.7443 -0.2396 -0.1018 -0.7109
H 2.5816 -2.7347 4.8781 0.1169 0.6359 -0.0133
F -0.2655 0.2355 1.3241 -0.5472 0.2825 0.0605
C -3.3393 4.0829 -4.2746 -1.5226 -1.9885 -0.4452
C -3.6383 2.7579 -3.8995 -0.3208 -0.2932 0.1088
C -2.9884 2.1163 -2.8376 0.5715 2.7198 -0.5275
C -2.0164 2.7895 -2.0575 -0.7746 -0.5618 -0.8127
C -1.7157 4.0590 -2.4977 0.6121 1.0738 0.9639
C -2.3773 4.6852 -3.5581 1.7376 1.8741 0.2994
As -1.3249 1.6693 -0.5344 -1.0017 0.1569 -0.5076
C -2.5623 2.5135 0.7785 0.6728 -0.7713 -0.9028
C -3.9293 2.3901 0.8890 -0.1714 -0.6299 0.0548
C -4.5607 2.9786 1.9893 -1.5558 -0.7767 -0.7098
C -3.8694 3.7364 2.8870 0.7601 -0.3838 0.2600
C -2.4801 3.8156 2.7525 -0.9972 0.9175 1.1532
C -1.8303 3.2148 1.7220 2.1444 0.4581 -0.3515
C -0.3256 3.3581 1.4469 -0.4082 -1.1369 -0.7654
C 0.7033 3.8115 2.2923 -1.7034 0.3764 -1.3928
C 1.9630 3.9239 1.7368 0.4895 -0.1803 1.0481
C 2.2677 3.4878 0.4767 0.1877 -0.3622 -1.2957
C 1.3139 2.8911 -0.3578 -0.3668 0.2609 1.0407
C 0.0235 2.8173 0.1590 0.2960 0.5243 1.0075
H -3.8849 4.5389 -5.1102 0.3909 -0.0591 0.4073
H -4.4060 2.2194 -4.4514 0.1698 -0.0685 0.0371
H -3.1283 1.1170 -2.6280 -0.7938 -2.1282 0.2811
H -0.9805 4.6557 -1.9368 -0.1875 -0.3038 -0.3247
H -2.0668 5.6995 -3.8615 -0.0732 -0.4495 0.3903
H -4.4753 1.7470 0.1778 0.1850 0.5008 0.4255
H -5.6283 2.7755 2.1889 0.5217 0.2599 -0.3814
H -4.4085 4.1346 3.7322 0.1939 0.2792 0.1730
H -1.9563 4.3879 3.4898 0.4830 0.2511 0.2952
H 0.4607 4.2067 3.2635 0.1316 -0.0921 0.3557
H 2.7740 4.2416 2.3735 0.1520 0.2808 0.0604
H 3.2865 3.5588 0.1257 0.1626 0.0309 -0.0008
H 1.5624 2.4410 -1.3164 0.0184 0.0486 0.1222
Cl 4.4676 -0.4889 -2.9218 0.6504 0.0177 0.2101
C 2.9167 -1.1504 -3.3836 0.1457 -0.2668 -1.0987
Cl 3.1219 -2.3937 -4.7194 -0.1317 0.5998 0.4219
C 2.0283 0.0680 -3.7526 -0.2922 -1.1297 1.6716
O 2.0975 0.5546 -4.8514 -0.1470 0.7663 -1.4240
O 1.3339 0.3757 -2.7313 -0.3837 0.2121 -0.1211
H 2.5123 -1.6964 -2.5602 -0.0092 -0.3526 0.4567
C 0.4986 -5.8632 1.9917 -0.9975 -0.3340 -0.3951
C 1.9429 -5.6856 1.5455 -1.0786 1.5112 0.3613
C 2.8700 -6.6749 1.6972 0.1874 -1.0206 1.2396
C 4.1907 -6.3733 1.4282 0.1196 0.0610 -1.4123
N 4.5194 -5.2207 0.8964 0.4337 0.1363 0.1263
C 3.5262 -4.2895 0.6813 0.6496 -0.0286 -0.2074
S 3.9379 -2.8417 -0.0935 0.0820 0.5734 -0.1881
N 2.2471 -4.4945 1.0307 -0.6383 -0.7084 0.2245
H 0.3700 -6.9411 2.3172 -0.2171 1.2520 -0.3034
H -0.1679 -5.6285 1.1030 0.6851 -0.5530 0.9141
H 0.1052 -5.1508 2.7849 1.0201 -0.8149 -0.7437
H 2.6339 -7.5712 2.2393 -0.2510 -0.4784 -0.0917
H 4.9678 -7.1630 1.4483 -0.2777 0.5816 0.4233
```
Positions in Å, forces in eV/Å.

Summary:
* HOMO energy: -2.10 eV
* frontier orbital gap: 6.139 eV
* total charge: -2
* energy relative to the best compared isomer or geometry (same formula, charge and spin): 14.0 kcal/mol
* electronic energy: -170865.4348 eV
* largest force on an atom: 3.61 eV Å⁻¹

Atom charges from the Mulliken analysis, given in e for atoms 1 to 4: number 1, K, carries 0.74; number 2, C, carries -0.75; number 3, O, carries -0.15; number 4, C, carries 0.63